Record 1
Computed, not measured: a cluster of 5 separate species, C26H68NO10P2S in total, with the ωB97M-V functional and the def2-TZVPD basis.

Geometry as ORCA input:
```
! wB97M-V def2-TZVPD RIJCOSX def2/J DEFGRID3
* xyz -1 1
C -0.212 -6.752 -2.481
C -1.037 -5.517 -2.179
O -0.155 -4.446 -1.816
P -0.535 -3.368 -0.681
O -1.900 -3.568 -0.152
C -0.127 -1.799 -1.426
C 1.334 -1.337 -1.349
C 1.461 0.135 -1.726
P 0.890 1.326 -0.272
C 0.192 2.407 1.150
C 2.742 1.449 0.385
C 3.878 2.011 -0.481
C 4.559 3.260 0.084
C 5.151 2.981 1.463
S 6.313 4.178 2.022
O 7.373 4.386 1.074
O 6.663 3.933 3.391
O 5.357 5.470 1.968
C 1.017 2.853 -1.468
N 1.560 4.116 -0.920
C 0.540 5.102 -0.577
O 0.595 -3.592 0.430
C 0.276 -4.254 1.658
C 0.041 -5.749 1.467
H 0.014 -7.327 -1.581
H -0.744 -7.395 -3.185
H 0.734 -6.452 -2.934
H -1.747 -5.672 -1.365
H -1.609 -5.206 -3.057
H -0.774 -1.061 -0.943
H -0.437 -1.874 -2.473
H 1.673 -1.469 -0.317
H 1.957 -1.983 -1.980
H 0.797 0.372 -2.569
H 2.485 0.332 -2.063
H -0.520 1.109 -0.740
H 0.750 0.122 0.588
H 0.011 1.748 2.004
H -0.761 2.860 0.863
H 0.863 3.206 1.479
H 2.961 0.405 0.635
H 2.704 1.983 1.339
H 4.661 1.258 -0.644
H 3.506 2.263 -1.479
H 3.832 4.069 0.171
H 5.364 3.584 -0.583
H 5.723 2.049 1.481
H 4.395 2.934 2.246
H 5.907 6.255 2.069
H -0.017 2.992 -1.816
H 1.606 2.588 -2.352
H 2.178 4.513 -1.615
H 0.807 5.640 0.341
H -0.403 4.600 -0.371
H 0.379 5.850 -1.366
H 1.130 -4.067 2.308
H -0.604 -3.773 2.089
H 0.425 -6.316 2.318
H -1.017 -5.979 1.339
H 0.575 -6.089 0.577
C 1.870 -0.272 6.110
C 1.422 0.118 4.710
C 2.278 -0.513 3.625
O 1.375 1.533 4.564
H 2.898 0.064 6.283
H 1.227 0.189 6.861
H 1.845 -1.355 6.243
H 0.385 -0.195 4.563
H 3.316 -0.177 3.722
H 1.910 -0.220 2.642
H 2.267 -1.603 3.698
H 2.269 1.881 4.644
C -0.830 -8.973 -6.677
C -2.130 -8.595 -5.985
C -3.349 -8.921 -6.832
O -2.124 -7.222 -5.604
H -0.728 -8.418 -7.614
H 0.022 -8.734 -6.042
H -0.806 -10.038 -6.913
H -2.199 -9.131 -5.035
H -3.313 -8.366 -7.773
H -4.263 -8.647 -6.306
H -3.387 -9.985 -7.071
H -2.058 -6.684 -6.400
C -1.590 7.340 2.181
C -2.412 6.567 1.162
C -3.888 6.932 1.221
O -2.226 5.169 1.327
H -1.937 7.112 3.193
H -0.540 7.057 2.108
H -1.678 8.418 2.027
H -2.025 6.776 0.161
H -4.295 6.685 2.206
H -4.449 6.373 0.472
H -4.040 8.000 1.048
H -2.551 4.908 2.198
C -4.323 0.839 0.788
C -4.791 2.014 1.632
C -6.040 2.670 1.062
O -3.748 2.962 1.796
H -4.073 1.178 -0.222
H -3.429 0.391 1.218
H -5.099 0.075 0.707
H -5.001 1.666 2.647
H -5.835 3.053 0.058
H -6.356 3.504 1.690
H -6.862 1.955 0.987
H -3.484 3.323 0.940
*
```

Computed properties:
E: -2919.4790 hartree
LUMO: 0.078 Ha

These are the Löwdin partial charges, in e, on atoms 1 to 99: atom 1 (C): -0.072, atom 2 (C): -0.272, atom 3 (O): -0.221, atom 4 (P): 0.506, atom 5 (O): -0.280, atom 6 (C): -0.239, atom 7 (C): -0.322, atom 8 (C): -0.344, atom 9 (P): 0.524, atom 10 (C): -0.261, atom 11 (C): -0.292, atom 12 (C): -0.263, atom 13 (C): -0.236, atom 14 (C): -0.251, atom 15 (S): 0.588, atom 16 (O): -0.300, atom 17 (O): -0.301, atom 18 (O): -0.161, atom 19 (C): -0.343, atom 20 (N): -0.158, atom 21 (C): -0.161, atom 22 (O): -0.217, atom 23 (C): -0.264, atom 24 (C): -0.075, atom 25 (H): 0.064, atom 26 (H): 0.054, atom 27 (H): 0.079, atom 28 (H): 0.101, atom 29 (H): 0.114, atom 30 (H): 0.071, atom 31 (H): 0.099, atom 32 (H): 0.068, atom 33 (H): 0.100, atom 34 (H): 0.062, atom 35 (H): 0.057, atom 36 (H): -0.014, atom 37 (H): -0.011, atom 38 (H): 0.013, atom 39 (H): -0.001, atom 40 (H): 0.020, atom 41 (H): 0.051, atom 42 (H): 0.045, atom 43 (H): 0.104, atom 44 (H): 0.076, atom 45 (H): 0.095, atom 46 (H): 0.109, atom 47 (H): 0.121, atom 48 (H): 0.101, atom 49 (H): 0.087, atom 50 (H): 0.060, atom 51 (H): 0.055, atom 52 (H): 0.085, atom 53 (H): 0.064, atom 54 (H): 0.042, atom 55 (H): 0.069, atom 56 (H): 0.109, atom 57 (H): 0.110, atom 58 (H): 0.068, atom 59 (H): 0.072, atom 60 (H): 0.069, atom 61 (C): -0.070, atom 62 (C): -0.505, atom 63 (C): -0.053, atom 64 (O): -0.055, atom 65 (H): 0.077, atom 66 (H): 0.073, atom 67 (H): 0.073, atom 68 (H): 0.138, atom 69 (H): 0.083, atom 70 (H): 0.049, atom 71 (H): 0.073, atom 72 (H): 0.083, atom 73 (C): -0.062, atom 74 (C): -0.512, atom 75 (C): -0.065, atom 76 (O): -0.056, atom 77 (H): 0.081, atom 78 (H): 0.078, atom 79 (H): 0.078, atom 80 (H): 0.135, atom 81 (H): 0.080, atom 82 (H): 0.079, atom 83 (H): 0.077, atom 84 (H): 0.089, atom 85 (C): -0.056, atom 86 (C): -0.499, atom 87 (C): -0.059, atom 88 (O): -0.075, atom 89 (H): 0.082, atom 90 (H): 0.072, atom 91 (H): 0.076, atom 92 (H): 0.133, atom 93 (H): 0.081, atom 94 (H): 0.076, atom 95 (H): 0.074, atom 96 (H): 0.087, atom 97 (C): -0.054, atom 98 (C): -0.502, atom 99 (C): -0.067

Record 2
Computed, not measured: a cluster of 11 separate species, C26H69N22O13P2 in total in a non-equilibrium geometry, with the ωB97M-V functional and the def2-TZVPD basis.

Geometry as ORCA input:
```
! wB97M-V def2-TZVPD RIJCOSX def2/J DEFGRID3
* xyz 1 1
C 3.803 3.797 0.403
C 3.910 4.136 -1.198
C 5.398 3.828 -1.858
C 5.711 2.238 -2.100
C 5.401 1.696 -3.623
C 6.259 0.317 -3.895
C 5.375 -0.939 -4.471
C 5.346 -2.261 -3.466
C 3.804 -2.586 -2.905
C 3.314 -1.152 -2.199
O 2.155 -1.308 -1.306
C 1.737 0.046 -0.912
O 2.548 1.125 -1.093
C 0.250 0.421 -0.247
C 0.168 0.485 1.389
C -1.282 0.905 2.062
N -2.461 1.206 1.162
C -2.454 1.164 -0.353
P -4.037 1.625 -1.354
O -5.035 2.471 -0.418
C -1.065 0.756 -1.187
P -1.028 0.695 -3.107
N 0.434 1.047 -3.750
H 4.704 4.219 1.044
H 2.830 4.334 0.826
H 3.717 2.659 0.664
H 3.604 5.284 -1.314
H 3.116 3.551 -1.869
H 6.186 4.217 -1.050
H 5.593 4.510 -2.816
H 5.129 1.617 -1.273
H 6.866 2.081 -1.849
H 4.249 1.590 -3.858
H 5.795 2.546 -4.364
H 7.088 0.582 -4.711
H 6.835 0.042 -2.912
H 4.313 -0.589 -4.816
H 5.933 -1.311 -5.458
H 5.966 -1.989 -2.483
H 5.843 -3.195 -3.968
H 3.072 -2.929 -3.752
H 3.926 -3.458 -2.134
H 4.286 -0.734 -1.668
H 2.960 -0.479 -3.110
H 1.102 0.276 2.077
H -1.361 0.992 3.236
H -3.376 1.470 1.639
H -4.651 0.457 -1.936
H -3.581 2.576 -2.374
H -2.015 1.633 -3.579
H -1.367 -0.649 -3.576
H 0.690 0.202 -4.306
C 2.268 2.453 4.543
O 2.982 2.120 3.611
N 0.963 2.743 4.392
N 2.721 2.560 5.805
H 0.359 3.019 5.147
H 0.581 2.675 3.457
H 3.698 2.351 5.962
H 2.148 2.833 6.585
C -8.453 1.168 -1.834
O -8.258 -0.026 -1.673
N -9.619 1.661 -2.288
N -7.517 2.099 -1.572
H -9.798 2.641 -2.427
H -10.350 0.994 -2.498
H -6.624 1.771 -1.228
H -7.659 3.087 -1.698
C -8.968 -4.306 -1.785
O -8.774 -5.500 -1.624
N -10.135 -3.813 -2.239
N -8.033 -3.375 -1.522
H -10.314 -2.833 -2.377
H -10.866 -4.481 -2.448
H -7.140 -3.704 -1.179
H -8.174 -2.387 -1.649
C 6.580 1.008 6.656
O 5.743 1.683 7.234
N 6.256 0.060 5.757
N 7.901 1.150 6.865
H 6.930 -0.506 5.271
H 5.272 -0.080 5.570
H 8.188 1.853 7.534
H 8.605 0.604 6.399
C -0.057 -2.455 3.936
O -0.273 -1.321 4.334
N 0.768 -2.720 2.907
N -0.625 -3.541 4.492
H 0.958 -3.647 2.565
H 1.216 -1.931 2.461
H -1.253 -3.386 5.269
H -0.459 -4.483 4.178
C -8.475 6.202 -2.653
O -8.733 5.017 -2.509
N -7.330 6.755 -2.215
N -9.313 7.059 -3.264
H -7.099 7.728 -2.325
H -6.672 6.144 -1.750
H -10.186 6.683 -3.609
H -9.117 8.038 -3.393
C -11.198 -9.300 -0.451
O -11.509 -10.309 0.162
N -12.103 -8.411 -0.898
N -9.921 -8.986 -0.734
H -11.866 -7.575 -1.404
H -13.077 -8.610 -0.706
H -9.207 -9.629 -0.416
H -9.644 -8.160 -1.238
C 3.891 6.616 6.809
O 4.051 7.821 6.699
N 3.933 5.778 5.758
N 3.659 6.018 7.992
H 3.804 4.783 5.829
H 4.105 6.187 4.849
H 3.619 6.613 8.809
H 3.525 5.027 8.102
C 6.255 -2.576 2.913
O 7.037 -2.727 3.838
N 6.148 -3.454 1.900
N 5.429 -1.518 2.825
H 5.510 -3.347 1.129
H 6.752 -4.265 1.928
H 5.477 -0.833 3.568
H 4.778 -1.376 2.071
C 2.691 -5.321 -5.596
O 2.851 -4.115 -5.706
N 2.733 -6.159 -6.647
N 2.459 -5.919 -4.414
H 2.604 -7.154 -6.577
H 2.905 -5.749 -7.556
H 2.419 -5.324 -3.596
H 2.325 -6.909 -4.303
*
```

Computed properties:
E: -3897.1816 hartree
LUMO: -0.208 Ha

These are the Löwdin partial charges, in e, on atoms 1 to 99: atom 1 (C): -0.161, atom 2 (C): -0.266, atom 3 (C): -0.223, atom 4 (C): -0.226, atom 5 (C): -0.205, atom 6 (C): -0.210, atom 7 (C): -0.202, atom 8 (C): -0.183, atom 9 (C): -0.157, atom 10 (C): -0.179, atom 11 (O): -0.075, atom 12 (C): -0.227, atom 13 (O): -0.021, atom 14 (C): 0.047, atom 15 (C): 0.089, atom 16 (C): 0.080, atom 17 (N): 0.037, atom 18 (C): -0.206, atom 19 (P): 0.814, atom 20 (O): -0.499, atom 21 (C): -0.182, atom 22 (P): 0.723, atom 23 (N): -0.297, atom 24 (H): 0.086, atom 25 (H): 0.076, atom 26 (H): 0.049, atom 27 (H): 0.109, atom 28 (H): 0.100, atom 29 (H): 0.110, atom 30 (H): 0.117, atom 31 (H): 0.097, atom 32 (H): 0.118, atom 33 (H): 0.107, atom 34 (H): 0.116, atom 35 (H): 0.119, atom 36 (H): 0.100, atom 37 (H): 0.104, atom 38 (H): 0.117, atom 39 (H): 0.106, atom 40 (H): 0.115, atom 41 (H): 0.087, atom 42 (H): 0.105, atom 43 (H): 0.141, atom 44 (H): 0.126, atom 45 (H): 0.126, atom 46 (H): 0.146, atom 47 (H): 0.164, atom 48 (H): 0.051, atom 49 (H): 0.036, atom 50 (H): -0.011, atom 51 (H): 0.037, atom 52 (H): -0.020, atom 53 (C): -0.714, atom 54 (O): 0.010, atom 55 (N): 0.159, atom 56 (N): 0.168, atom 57 (H): 0.105, atom 58 (H): 0.081, atom 59 (H): 0.086, atom 60 (H): 0.108, atom 61 (C): -0.707, atom 62 (O): -0.005, atom 63 (N): 0.168, atom 64 (N): 0.159, atom 65 (H): 0.087, atom 66 (H): 0.111, atom 67 (H): 0.017, atom 68 (H): 0.072, atom 69 (C): -0.721, atom 70 (O): 0.006, atom 71 (N): 0.154, atom 72 (N): 0.160, atom 73 (H): 0.099, atom 74 (H): 0.108, atom 75 (H): 0.108, atom 76 (H): 0.061, atom 77 (C): -0.709, atom 78 (O): 0.006, atom 79 (N): 0.160, atom 80 (N): 0.161, atom 81 (H): 0.084, atom 82 (H): 0.102, atom 83 (H): 0.117, atom 84 (H): 0.106, atom 85 (C): -0.711, atom 86 (O): 0.002, atom 87 (N): 0.161, atom 88 (N): 0.164, atom 89 (H): 0.106, atom 90 (H): 0.080, atom 91 (H): 0.120, atom 92 (H): 0.106, atom 93 (C): -0.704, atom 94 (O): 0.011, atom 95 (N): 0.157, atom 96 (N): 0.160, atom 97 (H): 0.104, atom 98 (H): 0.110, atom 99 (H): 0.118

> Which of these has the highest LUMO?

C26H68NO10P2S